No. 1
The following is a DFT calculation (wB97M-V/def2-TZVPD) of a structure of composition C3BrClIO2.

Geometry as XYZ:
```
8
Properties=species:S:1:pos:R:3:nbo_charge:R:1
C -0.3333 0.3361 0.0185 -0.1513
C 1.1675 -1.3955 -0.2152 -0.3660
C -0.2784 1.3384 1.0159 0.7050
O 0.0670 2.4327 1.3545 -0.5937
O -0.7930 0.1989 1.3871 -0.4977
Cl 2.0686 -0.7744 -1.5348 -0.0771
Br 0.0573 -2.7562 -0.7658 -0.0035
I -1.9558 0.6200 -1.2602 -0.0157
```

Results
net charge = -1
F_max = 3.365 eV/A
orbital gap = 0.24505 Eh


No. 2
The following is a DFT calculation (wB97M-V/def2-TZVPD) of an isolated molecule of CH5NO2S.

Geometry as XYZ:
```
10
Properties=species:S:1:pos:R:3:nbo_charge:R:1
C 1.4326 -0.0372 -0.2168 -0.8394
N -1.1837 -0.2919 -0.6887 -0.6158
O -0.1723 1.1190 1.4673 -0.9238
O -2.5372 -0.1777 -0.5885 -0.5433
S -0.1858 0.0274 0.5357 1.7456
H 1.3817 0.3804 -1.3324 0.2705
H 2.0401 0.5174 0.4727 0.2532
H 1.8349 -1.0459 -0.1408 0.2459
H -2.7209 0.7416 -0.8306 0.4634
H 0.1107 -1.2332 1.3223 -0.0562
```

Results
net charge = 0
F_max = 3.355 eV/A
orbital gap = 0.36049 Eh
relative energy (zero: lowest compared OMol25 entry of this formula, charge and spin) = 128.0 kcal/mol
structure (SMILES) = C[S@@H](=O)=NO


No. 3
The following is a DFT calculation (wB97M-V/def2-TZVPD) of a cluster of 19 separate species, C9H47BrNO21P in total.

Geometry as XYZ:
```
80
Properties=species:S:1:pos:R:3:mulliken_charge:R:1
N 2.9162 -1.6019 1.0943 -0.4102
P 3.2720 0.0634 1.3269 0.3344
O 3.3200 0.1904 3.0110 -0.5314
C 1.8108 1.1010 0.8197 0.6626
C 1.8897 2.4150 0.9599 0.0806
C 0.7099 3.2605 0.5859 -0.4462
O 0.8501 4.4646 0.4548 -0.4981
C -0.6360 2.6146 0.4312 -0.7715
C -0.7378 1.3035 0.2663 0.6362
C -2.1324 0.7111 0.0816 -0.6951
C -2.2992 -0.7433 0.5753 -0.3135
C -2.6978 -0.8406 2.0898 -0.8014
Br -4.4543 -0.0525 2.4980 -0.3177
C 0.5398 0.5169 0.2331 0.0497
O 0.6589 -0.5599 -0.2693 -0.5713
H 3.1578 -1.9165 0.1580 0.1980
H 3.4579 -2.1380 1.7705 0.2421
H 3.0704 1.1062 3.2150 0.3373
H 2.8029 2.8790 1.3435 0.2702
H -1.5292 3.2428 0.4584 0.4729
H -2.4968 0.8330 -0.9513 0.4289
H -2.8105 1.3334 0.6932 0.3513
H -3.1006 -1.2373 0.0058 0.3311
H -1.4132 -1.3813 0.4566 -0.1126
H -2.7810 -1.9167 2.3005 0.4767
H -1.8972 -0.4696 2.7459 0.4797
O -5.7659 -3.5128 3.7327 -0.6640
H -5.5209 -2.7228 3.2314 0.2907
H -6.1497 -3.1609 4.5456 0.3450
O 4.2816 4.6902 0.6658 -0.6134
H 3.4748 5.0835 1.0211 0.2871
H 4.8553 5.4428 0.4848 0.2932
O 1.7695 -1.4022 -3.2909 -0.6663
H 1.1934 -1.0833 -3.9972 0.3118
H 1.3167 -1.1415 -2.4808 0.2835
O 1.9515 -2.3136 -6.5754 -0.6464
H 1.8662 -2.6488 -5.6746 0.3427
H 2.5189 -1.5358 -6.4889 0.3618
O 2.6381 3.5500 -2.0642 -0.6026
H 2.8938 4.3487 -2.5371 0.3235
H 2.2485 3.8851 -1.2516 0.4152
O 4.2457 0.7401 -1.6465 -0.5024
H 3.6751 0.2125 -2.2211 0.2706
H 4.7590 1.2781 -2.2583 0.2528
O -2.1552 1.6755 4.4765 -0.5612
H -2.9881 1.2720 4.2017 0.2691
H -2.4291 2.4467 4.9875 0.3005
O -0.0960 7.5800 0.3330 -0.6405
H -0.7930 7.4339 0.9813 0.3118
H 0.2245 6.6932 0.1292 0.3402
O 1.4947 0.4491 -5.5969 -0.6256
H 0.9646 -0.1148 -6.1763 0.3373
H 1.9989 0.9959 -6.2103 0.2910
O -3.8400 -3.5600 0.0334 -0.5593
H -4.6957 -3.9943 -0.0393 0.2900
H -3.2148 -4.2906 0.0601 0.2740
O -4.9426 -5.5140 1.4364 -0.6545
H -4.2321 -6.0174 1.8477 0.3096
H -5.2742 -4.9477 2.1467 0.3715
O -7.4080 -3.2695 6.8013 -0.6506
H -8.1179 -3.7645 6.3763 0.3258
H -7.1083 -3.8507 7.5091 0.3225
O 0.7568 -3.9776 -0.7108 -0.6187
H 1.6895 -4.2073 -0.6241 0.3183
H 0.6981 -3.0947 -0.3240 0.2948
O -4.2401 3.3743 6.0815 -0.5993
H -5.1181 3.0749 6.3416 0.3007
H -4.2034 4.2887 6.3834 0.2987
O 1.5889 -4.3378 -4.1065 -0.6261
H 0.7048 -4.6399 -3.8714 0.3167
H 1.6122 -3.4210 -3.8013 0.3605
O 4.7114 -0.7728 -7.4648 -0.6443
H 4.5076 -1.4976 -8.0676 0.3217
H 5.5819 -0.9943 -7.1167 0.3126
O 1.9501 6.1786 -1.9958 -0.6293
H 2.6397 6.7902 -1.7136 0.3181
H 1.6054 5.8041 -1.1725 0.2631
O 4.0657 -4.6227 -0.2490 -0.5873
H 3.7853 -5.3316 -0.8399 0.3079
H 4.9207 -4.9146 0.0852 0.2748
```

Results
net charge = 0
F_max = 2.222 eV/A
orbital gap = 0.22476 Eh


No. 4
The following is a DFT calculation (wB97M-V/def2-TZVPD) of a cluster of 3 separate species, C4H13NO3 in total.

Geometry as XYZ:
```
21
Properties=species:S:1:pos:R:3:nbo_charge:R:1
C -0.9634 0.4693 1.3285 0.5271
N -0.7824 -0.4020 0.2185 -0.4910
C 0.0001 -1.6361 0.3630 -0.1817
C 0.8872 -1.5836 1.6036 -0.6444
C -1.6043 -0.2802 -0.9517 -0.4064
O -1.1412 1.6604 1.0871 -0.5842
H -1.0880 -0.0808 2.2984 0.1373
H -0.9385 -2.5335 0.4615 0.1486
H 0.4606 -1.8769 -0.6283 0.2090
H 1.2152 -0.5738 1.5460 0.2198
H 1.7589 -2.2131 1.4438 0.2287
H 0.3469 -1.7673 2.5680 0.2218
H -1.7608 -1.3244 -1.3087 0.1998
H -1.1037 0.3073 -1.7378 0.1999
H -2.5527 0.1507 -0.7268 0.2124
H 2.5307 0.9023 -1.1827 0.4635
H 3.8984 0.5671 -0.7734 0.4581
O 3.2936 1.2090 -0.7660 -0.9206
H -1.5641 2.9607 -1.6911 0.4594
H -0.1466 2.8067 -1.2492 0.4764
O -0.7456 3.2384 -1.9029 -0.9335
```

Results
net charge = 0
F_max = 5.382 eV/A
orbital gap = 0.35188 Eh
relative energy (zero: lowest compared OMol25 entry of this formula, charge and spin) = 66.4 kcal/mol
structure (SMILES) = CCN(C)C=O.O.O


No. 5
The following is a DFT calculation (wB97M-V/def2-TZVPD) of a cluster of 2 separate species, C3HF3O in total.

Geometry as XYZ:
```
8
Properties=species:S:1:pos:R:3:nbo_charge:R:1
C 2.1283 -0.8936 0.9761 0.5124
C -0.4517 0.9486 -0.6440 0.0472
C -0.7951 -0.1156 0.1350 0.6673
O 1.4828 -1.4185 0.2163 -0.5131
F -0.4516 2.2133 -0.1720 -0.3085
F -1.0308 -0.1072 1.4527 -0.3004
F -0.8454 -1.3401 -0.3681 -0.2948
H -0.0365 0.7131 -1.5959 0.1900
```

Results
net charge = 0
F_max = 3.071 eV/A
orbital gap = 0.39704 Eh
relative energy (zero: lowest compared OMol25 entry of this formula, charge and spin) = 31.1 kcal/mol


No. 6
The following is a DFT calculation (wB97M-V/def2-TZVPD) of an isolated molecule of C2H8N4S.

Geometry as XYZ:
```
15
Properties=species:S:1:pos:R:3:nbo_charge:R:1
C 0.9898 1.9160 0.2312 -0.4180
C 0.3175 -0.3909 -0.1904 0.4856
H 1.3505 2.8124 -0.2699 0.2064
H 1.8446 1.5199 0.7394 0.2198
H 0.2381 2.1815 1.0592 0.1724
H -0.3191 1.1956 -1.1502 0.3886
H -0.9855 -1.8804 -0.1147 0.4016
H -1.8886 0.1307 1.4182 0.0868
H 2.6874 -0.0693 -0.5169 0.3389
H 3.1478 -1.5314 0.1370 0.3613
N 0.5052 0.8957 -0.6475 -0.6483
N -0.9707 -0.9182 -0.3816 -0.7580
N 1.2236 -1.2179 0.2129 -0.3439
N 2.5270 -0.7118 0.2477 -0.6668
S -2.3072 0.0097 0.1521 0.1736
```

Results
net charge = 0
F_max = 2.093 eV/A
orbital gap = 0.32357 Eh
relative energy (zero: lowest compared OMol25 entry of this formula, charge and spin) = 4.3 kcal/mol
structure (SMILES) = CN/C(=N\N)NS